A cluster of 13 separate species, C6H34O12 in total. Source: the OMol25 dataset; level of theory: the ωB97M-V functional and the def2-TZVPD basis.

The geometry in XYZ format:
```
52
Properties=species:S:1:pos:R:3:forces:R:3
C 0.739110 -2.164349 -1.741598 -0.9 -1.6 -0.3
C 0.547260 -0.739783 -1.411859 -0.9 0.1 0.3
C 0.019568 0.187029 -2.203601 0.5 0.2 -1.1
C -0.130089 -0.041540 -3.703216 -0.2 0.3 0.9
C 0.085509 0.221011 0.813611 -1.4 -0.7 -2.1
C 0.856276 -0.469272 -0.016282 1.2 0.2 0.5
H 1.787330 -2.470150 -1.707198 -0.1 -0.1 0.5
H 0.397143 -2.504359 -2.724390 0.0 0.5 -0.1
H 0.081084 -2.744791 -1.020589 1.3 0.3 -0.6
H -0.036372 1.216139 -1.884825 -0.3 -0.1 0.5
H -0.469504 0.849333 -4.233350 0.2 0.0 0.0
H -0.861081 -0.800530 -3.890893 -0.4 -0.6 -0.3
H 0.828630 -0.392774 -4.064984 0.1 0.0 -0.5
H -0.942303 0.379597 0.412487 1.0 0.5 0.6
H 0.315549 0.426273 1.810707 0.2 0.3 1.3
H 1.837150 -0.899554 0.274872 -0.7 0.6 0.3
H 1.231217 -3.254651 2.705854 0.1 0.1 0.0
H 1.222421 -2.146901 1.691181 0.2 0.4 0.0
O 0.740139 -2.932767 1.939772 0.5 -0.6 0.8
H -4.293362 -1.212655 0.117068 0.0 0.6 0.1
H -4.459501 0.317268 -0.039763 -0.5 -1.6 1.3
O -4.576678 -0.426869 0.632136 0.4 1.5 -1.2
H 0.819618 -0.650401 4.055264 -0.3 0.1 -0.1
H 2.096100 0.039424 3.492347 -0.3 0.1 0.3
O 1.772629 -0.677660 4.070119 0.5 -0.5 0.0
H -1.170369 -1.998375 0.906614 0.4 -0.2 1.5
H -1.621245 -3.387439 1.565850 0.2 0.5 0.6
O -1.410772 -2.916767 0.766674 -0.6 -0.7 -2.3
H -2.843897 -0.366547 1.747992 -0.5 -0.4 0.4
H -2.345327 -1.112080 3.052790 -0.4 0.1 0.3
O -2.139343 -0.896532 2.147997 0.4 0.6 -0.1
H 1.789857 2.443404 -0.510525 -0.2 0.5 -1.0
H 2.911225 3.421532 0.101701 -0.4 0.1 -0.7
O 2.440367 2.589554 0.167927 0.7 -0.6 1.6
H -1.551278 2.992590 -1.343084 0.8 0.6 0.5
H -0.759488 4.231231 -0.808738 -0.2 0.0 0.1
O -0.686420 3.471050 -1.390941 -0.3 0.2 -0.2
H 1.890132 2.050633 2.301607 0.5 0.1 -0.7
H 3.376262 1.513727 2.420298 0.0 0.3 -0.6
O 2.523160 1.574447 2.843398 -0.3 -0.2 1.0
H -2.862869 1.608755 -1.619823 -0.2 -0.7 0.2
H -2.782007 1.465697 -0.041014 0.2 -0.6 0.1
O -2.783728 2.067030 -0.779677 -0.6 0.8 -0.5
H 1.153665 1.918854 -3.078782 -0.2 1.6 0.4
H 0.908076 3.463427 -2.491845 -0.9 -0.8 -0.4
O 1.507755 2.734075 -2.665940 1.8 -0.7 -0.4
H 3.512865 -0.904865 -0.586804 0.2 -0.8 -0.2
H 3.887196 0.325207 0.045958 0.6 -0.5 0.6
O 4.103697 -0.634966 0.123032 -0.6 1.4 -0.5
H -2.341812 -2.074721 -0.204328 -1.1 -0.3 -1.7
H -2.285912 -1.524939 -1.702484 0.3 0.0 -0.1
O -2.898166 -1.756021 -1.005641 0.4 -0.1 1.1
```
Forces are in eV/Å.

Summary:
Orbital gap ... 9.23 eV
E_LUMO ... -0.0008 hartree
Molar mass ... 298.33 u
HOMO ... -9.26 eV